Entry 1:
{"formula": "C17H42IN2O6S", "method": "the ωB97M-V functional and the def2-TZVPD basis", "species": ["O", "C", "C", "S", "O", "C", "C", "C", "I", "H", "H", "H", "H", "H", "H", "H", "H", "H", "H", "H", "H", "C", "O", "C", "C", "N", "C", "C", "O", "C", "H", "H", "H", "H", "H", "H", "H", "H", "H", "H", "H", "H", "H", "H", "H", "C", "O", "C", "C", "N", "C", "C", "O", "C", "H", "H", "H", "H", "H", "H", "H", "H", "H", "H", "H", "H", "H", "H", "H"], "positions_angstrom": [[-0.9585, -4.3686, 4.5301], [-2.0798, -5.0430, 4.0060], [-2.1287, -4.8693, 2.4959], [-0.4700, -5.2137, 1.8712], [-0.8061, -6.2286, 0.6625], [-0.0638, -3.7091, 0.9679], [-0.6054, -3.6273, -0.4669], [0.5050, -3.4293, -1.4817], [1.3308, -1.4695, -1.3210], [-1.1611, -3.4375, 4.6432], [-1.9601, -6.0970, 4.2679], [-3.0215, -4.6909, 4.4393], [-2.3883, -3.8485, 2.2168], [-2.7880, -5.5766, 1.9884], [-0.3663, -7.0758, 0.8209], [1.0292, -3.6512, 1.0010], [-0.4622, -2.8935, 1.5923], [-1.1659, -4.5237, -0.7379], [-1.3061, -2.7892, -0.5070], [0.1462, -3.5271, -2.5029], [1.3413, -4.1122, -1.3265], [-0.1663, 2.9509, 5.4701], [-1.0413, 1.9172, 5.8798], [-2.4236, 2.2422, 5.7980], [-3.1145, 1.3133, 4.8272], [-2.6239, 1.5252, 3.4748], [-3.0676, 0.5584, 2.4891], [-2.6708, -0.8985, 2.6961], [-1.2676, -1.1465, 2.5808], [-0.4918, -0.8647, 3.7366], [0.8461, 2.6184, 5.6906], [-0.2468, 3.1695, 4.3987], [-0.3583, 3.8763, 6.0200], [-2.5488, 3.2830, 5.4874], [-2.8682, 2.1209, 6.7886], [-4.1920, 1.4997, 4.8501], [-2.9541, 0.2876, 5.1946], [-1.6136, 1.5720, 3.4870], [-2.6958, 0.8701, 1.5104], [-4.1608, 0.5918, 2.4385], [-3.1456, -1.4861, 1.9039], [-3.0265, -1.2861, 3.6603], [-1.0574, -1.0586, 4.6569], [-0.1537, 0.1702, 3.7731], [0.4005, -1.4947, 3.6991], [0.4525, 3.3428, -3.3228], [1.8167, 3.0023, -3.2025], [2.1256, 1.6532, -3.5152], [2.9502, 1.5468, -4.7776], [2.1674, 1.9238, -5.9414], [2.9052, 1.9617, -7.1981], [4.0429, 2.9659, -7.3259], [3.6164, 4.3132, -7.3201], [3.5301, 4.9274, -6.0514], [0.3436, 4.3592, -2.9498], [0.0987, 3.3056, -4.3587], [-0.1784, 2.6766, -2.7235], [1.2041, 1.0704, -3.6197], [2.7042, 1.2426, -2.6805], [3.2704, 0.5058, -4.8941], [3.8572, 2.1525, -4.6380], [1.7419, 2.8276, -5.7773], [2.1901, 2.1652, -7.9981], [3.3139, 0.9622, -7.3833], [4.5208, 2.8011, -8.2946], [4.8095, 2.8168, -6.5546], [4.2987, 4.5464, -5.3713], [2.5528, 4.7850, -5.5790], [3.6872, 5.9958, -6.1941]], "homo_energy_ev": -9.964, "orbital_gap_ev": 6.40, "total_charge": 1}


Entry 2:
{"formula": "C17H42NO6PdS5", "method": "the ωB97M-V functional and the def2-TZVPD basis", "species": ["Pd", "C", "C", "C", "O", "H", "H", "H", "H", "H", "H", "H", "C", "S", "O", "C", "H", "H", "H", "H", "H", "H", "C", "S", "O", "C", "H", "H", "H", "H", "H", "H", "C", "S", "O", "C", "H", "H", "H", "H", "H", "H", "C", "S", "O", "C", "H", "H", "H", "H", "H", "H", "C", "S", "O", "C", "H", "H", "H", "H", "H", "H", "N", "C", "C", "C", "C", "H", "H", "H", "H", "H"], "positions_angstrom": [[-0.2441, -0.3139, 0.4320], [3.4345, -0.9156, -1.6642], [2.0418, -1.4430, -1.9208], [1.9096, -2.9646, -1.7820], [1.1068, -0.7958, -1.1178], [3.3959, 0.1578, -1.8773], [4.1382, -1.3491, -2.3813], [3.8614, -1.0046, -0.6638], [1.7846, -1.2361, -2.9707], [2.6036, -3.6064, -2.3283], [0.9327, -3.2826, -2.1630], [1.9417, -3.1418, -0.7043], [0.6633, -2.3393, 4.6607], [1.4606, -2.2117, 3.0395], [0.7195, -1.2573, 2.1827], [3.0678, -1.4985, 3.4807], [1.2979, -2.8683, 5.3673], [-0.3116, -2.8167, 4.5811], [0.4478, -1.3322, 5.0311], [2.9647, -0.4513, 3.7749], [3.6831, -1.5255, 2.5817], [3.6136, -2.0279, 4.2603], [-2.8993, 2.8692, 1.5028], [-2.4193, 1.4628, 2.5950], [-1.3288, 0.7059, 1.9109], [-1.6813, 2.5452, 3.9058], [-3.2451, 2.4511, 0.5648], [-1.9626, 3.4234, 1.4540], [-3.6387, 3.5027, 1.9879], [-0.9631, 1.9888, 4.5020], [-2.4906, 2.8710, 4.5604], [-1.2351, 3.4326, 3.4589], [-2.8831, -4.1853, 1.7255], [-1.8696, -3.4614, 0.4091], [-1.5832, -2.0435, 0.9142], [-0.3874, -4.4658, 0.7237], [-3.7671, -3.5969, 1.9506], [-2.2157, -4.2544, 2.5844], [-3.1997, -5.1974, 1.4712], [0.1414, -4.3340, 1.6697], [0.3780, -4.3822, -0.0439], [-0.6750, -5.5236, 0.7150], [1.4993, 4.1901, -0.3596], [0.9634, 2.9750, 0.9093], [0.4385, 1.8144, 0.0704], [2.6343, 2.3983, 1.3344], [1.5806, 5.1553, 0.1364], [0.7853, 4.1821, -1.1827], [2.4414, 3.8602, -0.7941], [3.1230, 1.8330, 0.5417], [2.6264, 1.7697, 2.2227], [3.2180, 3.3088, 1.4965], [-1.9767, -1.3375, -3.0581], [-3.0229, -0.6340, -1.7773], [-2.1108, -0.0338, -0.7562], [-3.6306, 0.8285, -2.7154], [-1.1490, -0.6658, -3.2997], [-2.5310, -1.3647, -3.9977], [-1.5030, -2.2432, -2.6894], [-2.7747, 1.1551, -3.3008], [-4.0900, 1.5197, -2.0174], [-4.4148, 0.5407, -3.4212], [0.0801, 1.5871, -2.8736], [0.7817, 1.7009, -4.0373], [0.6778, 2.9563, -4.5610], [-0.2656, 3.6527, -3.7533], [-0.6233, 2.7698, -2.7609], [0.0580, 0.7784, -2.2669], [1.4056, 0.8647, -4.3302], [1.2669, 3.3191, -5.3874], [-0.7111, 4.6326, -3.7675], [-1.3648, 2.9025, -1.9845]], "multiplicity": 3, "homo_energy_ev": [-9.826, -9.827], "orbital_gap_ev": [7.97, 7.30], "total_charge": 1}


Entry 3:
{"formula": "C17H43Br4NO8", "method": "the ωB97M-V functional and the def2-TZVPD basis", "species": ["C", "C", "Br", "C", "Br", "C", "C", "N", "C", "O", "C", "C", "Br", "C", "C", "Br", "H", "H", "H", "H", "H", "H", "H", "H", "H", "H", "H", "H", "H", "H", "H", "C", "O", "H", "H", "H", "H", "C", "O", "H", "H", "H", "H", "C", "O", "H", "H", "H", "H", "C", "O", "H", "H", "H", "H", "C", "O", "H", "H", "H", "H", "C", "O", "H", "H", "H", "H", "C", "O", "H", "H", "H", "H"], "positions_angstrom": [[-1.6668, 2.1879, -0.6899], [-0.3169, 2.2913, -1.5609], [-0.8090, 1.5448, -3.3671], [0.8822, 1.3652, -0.9346], [1.8583, 0.5909, -2.5204], [1.8734, 2.2993, -0.1160], [3.0466, 3.0850, -0.8649], [4.3344, 2.7041, -0.2039], [4.0422, 2.4663, 1.1999], [4.6937, 2.7217, 2.2175], [2.5883, 1.7855, 1.2191], [2.4504, 0.2811, 1.7356], [0.6389, 0.0637, 2.5590], [2.8109, -0.8567, 0.6848], [2.9478, -2.2408, 1.5189], [4.5057, -0.5904, -0.2896], [-2.4110, 1.5124, -1.2250], [-2.0920, 3.2395, -0.6225], [-1.4813, 1.7842, 0.3523], [0.0399, 3.3712, -1.6518], [0.4142, 0.5241, -0.3404], [1.1755, 3.1390, 0.2369], [3.0136, 3.1797, -1.9881], [2.8964, 4.1522, -0.4620], [5.1441, 3.3005, -0.3985], [2.0778, 2.3845, 2.0541], [3.1902, 0.1644, 2.6020], [1.9669, -1.0562, -0.0602], [3.9731, -2.2230, 1.9937], [2.8345, -3.1016, 0.7790], [2.1142, -2.3707, 2.2753], [-2.8207, 5.0396, -4.3193], [-2.2164, 4.1685, -5.2636], [-2.9050, 6.0318, -4.7615], [-3.8177, 4.6731, -4.0623], [-2.2016, 5.0961, -3.4200], [-2.1534, 3.2978, -4.8457], [8.5031, 0.1878, -0.4194], [7.4362, 0.9227, -1.0021], [9.1858, -0.1244, -1.2092], [9.0406, 0.8176, 0.2942], [8.1095, -0.6969, 0.0883], [6.8469, 1.1871, -0.2848], [-3.8898, -0.0551, 1.8432], [-2.7767, -0.3108, 0.9939], [-4.7592, 0.1704, 1.2260], [-4.0994, -0.9365, 2.4519], [-3.6722, 0.8013, 2.4880], [-2.0236, -0.5069, 1.5616], [-1.2535, 1.7204, -7.7680], [-2.5106, 1.8476, -7.1208], [-1.2645, 0.8193, -8.3810], [-1.0764, 2.5894, -8.4072], [-0.4584, 1.6392, -7.0216], [-2.4756, 2.6509, -6.5856], [-7.3634, -2.2055, 2.4195], [-6.2649, -1.9641, 3.2879], [-6.9800, -2.4628, 1.4325], [-7.9621, -3.0360, 2.8023], [-7.9803, -1.3065, 2.3441], [-6.6296, -1.7395, 4.1520], [-5.8264, -5.4532, 4.7583], [-5.6438, -4.1979, 5.3961], [-6.5634, -6.0273, 5.3192], [-6.1879, -5.3007, 3.7377], [-4.8805, -6.0007, 4.7398], [-4.9899, -3.7103, 4.8817], [3.2037, -6.1378, 2.2861], [2.3925, -4.9706, 2.2593], [3.7143, -6.2313, 1.3281], [3.9461, -6.0547, 3.0840], [2.5792, -7.0197, 2.4496], [1.9528, -4.9102, 3.1151]], "homo_energy_ev": -9.074, "orbital_gap_ev": 9.16}